DFT (ωB97M-V with the def2-TZVPD basis set) results for C18H47FO10P2SSi2 as an isolated structure at a distorted geometry.

The value obtained for the molar mass is 592.75 g mol⁻¹. As for the HOMO energy: -9.39 eV. Its HOMO-LUMO gap is 7.711 eV. For the LUMO energy, the calculation gives -1.7 eV.

The geometry in ORCA input format:
```
! wB97M-V def2-TZVPD RIJCOSX def2/J DEFGRID3
* xyz 0 1
S -4.8244 -1.8460 -8.2569
P 3.2584 0.5240 0.1757
P -1.3895 0.2273 6.2982
Si 0.7075 0.7350 -6.8168
Si -1.9522 1.0170 -5.6883
F 1.1591 1.5788 -5.3226
O -3.0063 0.2470 5.9114
O -1.3595 1.6789 7.0991
O 2.6020 1.0790 1.5937
O 1.6539 -0.0129 -0.1851
O 0.9938 -1.2968 -4.9497
O -1.5427 -0.6270 7.5803
O 4.6944 1.0044 0.4987
O 3.4896 -1.0479 0.6656
O -0.9876 1.1983 -7.1693
O -1.2182 1.1819 4.8656
C 0.7474 -1.1833 -6.3951
C 0.9606 2.3347 7.2681
C 0.3317 -3.8266 -5.2063
C -4.3695 -0.7727 -5.5586
C 4.7813 -1.6320 0.6646
C 0.4781 -0.3946 4.0420
C 0.2761 -2.4283 -4.3430
C -3.8328 0.7271 -6.0049
C 2.6143 2.4693 1.8625
C -0.0290 1.0334 4.1095
C 5.4091 -1.5204 2.0423
C -0.3045 1.9457 8.0054
C -4.5760 -0.3727 7.6304
C 1.5252 3.1827 1.0877
C 1.8918 0.8736 -2.4653
C -3.9041 -1.9736 -6.5975
C 0.9867 0.5861 -1.2824
C -3.8756 -0.7842 6.3479
H 0.4866 1.4970 -0.9463
H -3.9911 -1.0803 -4.4714
H -3.3407 -1.7327 6.4598
H -2.7428 -1.9994 -6.7697
H 5.4153 -1.1909 -0.1111
H -3.8105 -2.0122 -9.2196
H -5.2101 -1.1819 8.0034
H -0.1237 1.0897 8.6607
H -0.2523 1.3798 3.0953
H -4.6244 -0.9366 5.5633
H -5.2007 0.5091 7.4560
H -0.3124 -1.0746 3.7096
H 1.3242 -0.4686 3.3522
H -5.5571 -0.8058 -5.5154
H -0.1589 -4.6834 -4.5356
H 0.7384 1.6989 4.5106
H 1.7266 2.6832 7.9688
H 4.6630 -2.6905 0.4091
H 2.6233 1.6502 -2.2212
H -0.2880 -1.5931 -6.7579
H 1.4403 4.2262 1.4087
H 0.7609 3.1270 6.5390
H -1.4326 -0.1659 -4.9820
H 2.4492 -0.0218 -2.7574
H 3.5935 2.9032 1.6436
H -0.6247 2.7798 8.6371
H -0.8408 -2.1600 -4.0191
H -4.2336 -2.9832 -6.1016
H -3.8643 -0.0993 8.4166
H -1.6859 2.2037 -4.8438
H -4.4207 1.4921 -5.3046
H 0.8153 -0.7392 5.0246
H 0.8340 -2.6605 -3.3132
H 1.3660 1.4769 6.7236
H 1.5638 1.0414 -7.9585
H 0.2024 -0.1105 -1.5957
H 6.4263 -1.9221 2.0392
H 1.6761 -1.6116 -6.9656
H 1.3052 1.2223 -3.3207
H 0.5577 2.6893 1.2279
H 1.7492 3.1758 0.0169
H -4.0862 1.0033 -7.1137
H -0.4106 -3.7064 -6.1274
H 2.4340 2.5925 2.9347
H 1.4091 -4.1575 -5.5250
H 5.4467 -0.4835 2.3929
H 4.8161 -2.0755 2.7761
*
```

Löwdin atomic charge list, values in e, 2 entries:
1. S 0.60
2. P 0.74

***

DFT (ωB97M-V with the def2-TZVPD basis set) results for C18H47MgNO4Si2 as an isolated structure at a distorted geometry.

The value obtained for the molar mass is 422.05 g mol⁻¹. As for the HOMO energy: -6.37 eV. Its HOMO-LUMO gap is 6.077 eV. The energy relative to the best compared isomer or geometry (same formula, charge and spin) is 3.558 eV. For the LUMO energy, the calculation gives -0.3 eV.

The geometry in ORCA input format:
```
! wB97M-V def2-TZVPD RIJCOSX def2/J DEFGRID3
* xyz 0 1
Si -4.2301 2.4839 -1.2410
Si 0.6902 0.7297 -2.6453
Mg -2.0637 0.1072 -1.1661
O -3.0042 -3.5451 -2.0491
O 3.7812 -1.6486 1.5001
O 2.3193 -0.4972 2.9344
O -3.1299 -1.2643 -2.1894
N -2.6515 -1.2749 0.4799
C 1.9236 0.7975 2.3496
C -3.1870 -2.4222 -1.5975
C -3.8319 2.8536 -3.0391
C 0.9546 1.5332 3.2368
C -5.1016 3.9703 -0.4906
C -2.6288 2.0576 -0.4010
C 4.8164 -0.7291 1.0529
C 1.4199 2.1869 -1.6980
C 1.8975 -2.4564 4.2427
C -0.1916 -0.4415 -1.5069
C -3.5049 -2.3346 -0.0944
C -5.4077 1.0207 -1.1578
C 2.4395 -3.5834 0.9698
C -0.3842 1.4695 -3.9955
C 2.0669 -0.2689 -3.4744
C 5.9434 -0.7593 2.0517
C 3.0878 -2.3419 0.4299
C 1.2271 -1.3841 3.4460
H -3.1383 -0.8507 1.2710
H -0.9180 2.3717 -3.6727
H -6.3867 1.3310 -1.5526
H -4.3754 4.6542 -0.0323
H 3.8453 -2.6029 -0.3183
H 6.7413 -0.0984 1.7204
H -1.8079 2.7709 -0.5980
H 0.9523 2.5914 2.9692
H -5.8145 3.6618 0.2863
H 2.5164 -2.0183 5.0342
H -3.2989 -3.2994 0.3720
H 0.6665 -1.7678 2.5829
H 3.0975 -4.1183 1.6636
H 0.3492 -0.6142 -0.5600
H -2.7056 1.9265 0.6965
H -5.5521 0.6898 -0.1202
H 1.6901 -1.2728 -3.7227
H -1.8150 -1.7180 0.8698
H 1.1485 -3.0975 4.7145
H 0.5673 -0.7550 4.0500
H 2.3964 0.2183 -4.4028
H -5.0533 0.1578 -1.7411
H -4.6702 3.3958 -3.4979
H 2.3634 -1.6551 -0.0413
H -0.2594 -1.4437 -1.9856
H -4.5699 -2.0789 0.0084
H 1.4807 -3.3807 1.4539
H 0.6494 2.9443 -1.4863
H -3.6614 1.9347 -3.6168
H -0.0649 1.1744 3.0844
H 2.8664 1.3376 2.2179
H 2.9368 -0.3879 -2.8137
H -5.6560 4.5248 -1.2611
H 0.2652 1.7577 -4.8381
H -2.9347 3.4816 -3.1212
H -1.1212 0.7507 -4.3746
H 5.1614 -1.0476 0.0616
H 3.0146 -1.0663 2.3009
H 6.3551 -1.7685 2.1277
H 1.8723 1.8816 -0.7437
H 1.4706 0.6039 1.3634
H 1.2083 1.4654 4.2985
H 2.5255 -3.0868 3.6069
H 5.6036 -0.4329 3.0357
H 2.2440 -4.2486 0.1244
H 2.2001 2.6546 -2.3177
H 4.3646 0.2712 0.9574
*
```

Löwdin atomic charge list, values in e, 2 entries:
1. Si 0.35
2. Si 0.37

***

DFT (ωB97M-V with the def2-TZVPD basis set) results for C18H48AlF2N7O12P2S2 as an isolated structure at a distorted geometry.

The value obtained for the molar mass is 745.68 g mol⁻¹. As for the HOMO energy: -12.55 eV. Its HOMO-LUMO gap is 1.229 eV. The energy relative to the best compared isomer or geometry (same formula, charge and spin) is 3.008 eV. For the LUMO energy, the calculation gives -11.3 eV.

The geometry in ORCA input format:
```
! wB97M-V def2-TZVPD RIJCOSX def2/J DEFGRID3
* xyz 2 1
S -5.7463 -3.4411 2.5162
S -5.1272 -4.5283 0.5482
P 0.2171 5.1669 1.9911
P 2.3507 -5.5821 0.3823
Al -1.5107 -0.7059 0.5898
F -5.1337 -2.3011 3.4846
F -4.2334 -4.1661 -0.6561
O -5.6779 -4.5751 3.3689
O -4.5001 0.7799 -2.4620
O -6.4541 -4.5968 -0.0451
O -7.1016 -2.8702 2.3478
O 0.8575 1.5493 -2.4890
O 1.2439 -4.5858 0.6045
O 2.4947 2.3613 -3.7897
O -4.5421 -5.7358 0.9852
O -0.1354 3.8086 1.3962
O -6.2939 -0.5168 -2.5239
O -5.6904 0.4867 -4.4666
O 0.5099 3.3881 -3.9577
N -0.9000 6.3767 1.4091
N 3.0785 -6.0565 1.8174
N 3.6645 -4.9233 -0.4799
N -4.7059 -3.1154 1.4497
N 0.1173 5.2936 3.6705
N 1.9250 -7.0444 -0.4444
N 1.7890 5.8332 1.5414
C 3.3416 -5.0608 2.8946
C 1.2824 2.3981 -3.3247
C 3.3890 1.3041 -3.4239
C 3.5489 -7.4448 2.0641
C 0.1403 4.1232 4.4382
C -4.8118 1.4100 -5.1756
C 4.9084 -5.6357 -0.8731
C 3.9551 -3.4768 -0.3770
C 2.0735 6.1694 0.1898
C -2.2656 6.0222 1.1020
C 2.8852 5.9663 2.4883
C -0.5684 7.7979 1.3746
C -0.1910 6.5381 4.4258
C -5.4037 0.2351 -3.1161
C 0.7554 -7.7351 0.1397
C 1.1115 4.6274 -4.3471
C -7.4521 -0.9036 -3.2282
C 2.0929 -7.1753 -1.9150
H -0.3950 6.1733 5.4325
H 1.0574 4.2350 5.0166
H 0.5499 5.4885 -3.9848
H 5.2214 -5.5475 -1.9134
H 2.4309 -4.6467 3.3273
H 2.7420 -8.1248 2.3372
H 2.1554 -8.2414 -2.1334
H -4.8898 2.4497 -4.8576
H -2.8912 6.2263 1.9709
H 4.4456 -3.2242 0.5631
H -2.2858 4.9855 0.7658
H 4.1680 -4.4173 2.5930
H 4.2238 -7.2812 2.9043
H 3.0711 0.2615 -3.4326
H 2.3223 7.2191 0.0335
H 4.7395 -6.6620 -0.5470
H 2.8567 5.0150 3.0196
H -8.2512 -1.0068 -2.4941
H 3.8463 6.0323 1.9785
H -0.1910 -7.2881 -0.1648
H -1.0720 8.2171 0.5036
H 2.6399 6.7611 3.1928
H 3.0874 -6.8142 -2.1768
H 1.1458 4.8235 -5.4188
H 4.1661 -7.7256 1.2107
H -2.7172 6.4763 0.2200
H 2.9279 5.5753 -0.1346
H 1.2477 -6.6560 -2.3666
H -0.8698 8.3452 2.2678
H -0.6113 4.0719 5.2260
H 1.2222 5.8199 -0.3943
H 0.0973 3.2185 3.8317
H 5.7088 -5.2615 -0.2348
H 3.7523 -5.5099 3.7990
H 4.3508 1.3844 -3.9304
H -7.3240 -1.8558 -3.7429
H -4.8696 1.2618 -6.2539
H -7.7880 -0.2012 -3.9910
H 0.6491 7.2314 4.4670
H 0.4826 8.0865 1.3580
H 2.1152 4.7724 -3.9476
H 3.5564 1.4848 -2.3620
H 0.7433 -7.7382 1.2297
H 4.3944 -3.1345 -1.3140
H -1.0635 7.0211 3.9859
H 2.9712 -3.0126 -0.3095
H -3.8152 1.0024 -5.0061
H 0.6586 -8.7491 -0.2482
*
```

Löwdin atomic charge list, values in e, 2 entries:
1. S 0.44
2. S 0.51

***

DFT (ωB97M-V with the def2-TZVPD basis set) results for C18H48BF4O6V as an isolated structure at a distorted geometry.

The value obtained for the molar mass is 498.32 g mol⁻¹. As for the HOMO energy (spin up / spin down): -11.19 / -11.19 eV. Its HOMO-LUMO gap (spin up / spin down) is 6.020 / 6.017 eV. The energy relative to the best compared isomer or geometry (same formula, charge and spin) is 0.000 eV. For the LUMO energy (spin up / spin down), the calculation gives -5.2 / -5.2 eV.

The geometry in ORCA input format:
```
! wB97M-V def2-TZVPD RIJCOSX def2/J DEFGRID3
* xyz 1 4
V 2.8349 -0.6184 -0.6821
F -0.5283 0.1514 1.1332
F 1.1309 0.5217 -0.4663
F -0.0438 2.2500 0.3969
F -1.0698 0.6697 -1.0041
O 2.3924 2.1178 2.1607
O 2.3549 -1.2955 4.8585
O -1.0973 -1.8672 -1.9953
O -1.5927 4.3575 -0.2608
O 1.4848 -2.3337 -0.9847
O 2.6995 -0.3831 -2.7776
C 0.9057 -4.7067 -0.8339
C 0.1093 -1.0200 4.2942
C 1.3913 -3.4634 -0.0970
C 1.6917 -0.6114 -3.8765
C 0.7955 -2.9478 5.8046
C 1.1693 -2.0728 4.6559
C 0.4722 -3.1318 1.0959
C -3.2859 -1.2264 -2.8097
C -3.5942 3.1003 -0.7413
C 1.6420 0.7855 -4.5242
C 2.0939 3.0485 3.2261
C -3.0061 4.3640 -0.0996
C -3.6214 5.6743 -0.5485
C -1.4453 -2.1825 -4.3430
C 0.9775 2.4261 4.0921
C 2.1567 -1.7119 -4.7972
C 1.6708 4.3857 2.6275
C -2.0954 -2.1704 -2.9761
B -0.1829 0.9046 0.0372
H -2.1550 -2.5557 -5.0873
H 1.3975 -1.8264 -5.5713
H 1.3898 1.6418 4.7247
H 0.6067 -2.1504 1.5500
H 1.5483 -3.6937 6.0763
H 2.3903 -3.7563 0.2473
H 0.5810 3.2317 4.7157
H 0.7448 -0.8044 -3.3778
H -0.0636 -4.4801 -1.2801
H -0.8374 -1.5024 4.0460
H 3.3140 0.2064 -3.2385
H -3.5547 2.2668 -0.0348
H -4.0141 -1.5903 -3.5393
H -3.6464 -1.2315 -1.7857
H 1.3046 1.4862 -3.7595
H 0.8619 -5.5246 -0.1153
H 0.8190 4.3496 1.9484
H 0.4584 -0.4465 3.4379
H 2.2034 -2.6665 -4.2713
H -4.6764 3.2048 -0.8816
H -1.2995 3.4674 -0.0074
H 1.6411 -5.0312 -1.5707
H -2.5128 -3.1651 -2.7908
H 2.5304 4.8119 2.1052
H 1.4274 5.0970 3.4193
H 0.8130 -2.4062 6.7613
H -3.0785 6.1430 -1.3729
H 0.5632 -2.2558 -1.3379
H 2.5883 1.1181 -4.9553
H -3.7861 6.3224 0.3077
H -0.0459 -0.3061 5.1016
H 3.0871 -1.8770 5.0930
H -3.1943 2.8099 -1.7129
H -0.5580 -3.2704 0.7704
H -0.5835 -2.8481 -4.4019
H 0.8373 0.7894 -5.2628
H -1.1534 -1.1877 -4.6898
H 3.1255 -1.4959 -5.2461
H -3.2437 4.2121 0.9629
H -3.0841 -0.2102 -3.1585
H -0.2301 -3.3006 5.7081
H 1.3843 -2.7225 3.7948
H 0.1240 2.0299 3.5412
H 0.7552 -3.8516 1.8664
H 1.5848 2.1723 1.6294
H -4.5730 5.5307 -1.0692
H -1.1810 -0.9469 -1.6942
H 2.9801 3.1987 3.8402
*
```

Löwdin atomic charge list, values in e, 2 entries:
1. V 1.36
2. F 0.18

***

DFT (ωB97M-V with the def2-TZVPD basis set) results for C18H48BrFN7O7P3S as an isolated structure at a distorted geometry.

The value obtained for the molar mass is 698.52 g mol⁻¹. As for the HOMO energy: -8.25 eV. Its HOMO-LUMO gap is 8.357 eV. For the LUMO energy, the calculation gives 0.1 eV.

The geometry in ORCA input format:
```
! wB97M-V def2-TZVPD RIJCOSX def2/J DEFGRID3
* xyz 0 1
Br 0.9378 8.3044 0.6743
S 1.4542 5.8413 -2.0264
P -0.0747 -6.2152 -0.7646
P -0.2495 6.4625 0.1177
P -2.7397 0.4310 1.4743
F 0.2397 6.6235 -2.5920
O -0.4558 5.7104 1.5459
O 6.2604 4.8556 1.0437
O -1.3942 -0.1541 1.1805
O 5.8642 3.2078 -0.4123
O 1.6973 4.7434 -2.8873
O 2.5079 6.7663 -1.8056
O 0.5340 -7.0880 0.2850
N 0.9689 -6.6383 -2.1051
N -3.6447 -0.0936 0.1244
N 0.8152 5.2447 -0.6008
N -0.4908 -4.6523 -1.4447
N -1.6227 -6.9223 -0.9459
N -2.3321 2.1261 1.3354
N -4.1110 0.7406 2.5295
C 2.3395 -6.9208 -1.6817
C 1.9143 4.8917 0.3690
C -2.4400 -6.8215 -2.1349
C -3.8014 -1.5425 0.0747
C 4.0718 3.8450 0.9723
C 7.4737 5.1355 0.3430
C -0.3007 -3.5802 -0.4372
C 8.3219 6.1137 1.1317
C -2.4542 -6.8006 0.2462
C -4.0439 -0.1191 3.7350
C 3.1113 4.1520 -0.2153
C 0.0191 -4.1939 -2.7297
C 5.4866 3.9342 0.4659
C 0.5527 -7.6509 -3.0639
C -0.9724 2.4156 1.7864
C -2.5758 2.8387 0.0887
C -4.8331 0.5571 -0.3835
C -4.5044 2.0862 2.9247
H -1.8869 -7.0475 -3.0403
H 3.6787 4.7316 -0.9363
H 2.4544 -7.9358 -1.2858
H -3.2995 -7.4882 0.1934
H -0.3713 -4.8005 -3.5452
H -3.6325 3.0772 -0.0435
H -2.2197 2.2901 -0.7929
H 3.8949 2.8616 1.3989
H -5.7215 0.3815 0.2404
H -2.9077 -5.8329 -2.2548
H -3.8613 -1.1585 3.4464
H -0.8789 6.3691 2.1184
H 2.6644 -6.2256 -0.9085
H -3.2396 -7.5635 -2.0786
H -2.8497 -2.0316 0.2814
H -2.0733 3.8070 0.1140
H -4.8631 2.6563 2.0696
H -0.7807 -3.8601 0.5057
H 0.7597 -3.3980 -0.2324
H 2.2495 5.7520 0.9516
H 8.5731 5.7233 2.1173
H 7.2669 5.5817 -0.6317
H 2.7972 3.1940 -0.6222
H 3.0135 -6.8040 -2.5341
H -1.8820 -7.0549 1.1383
H -4.5378 -1.8993 0.8113
H 8.0712 4.2448 0.1550
H 0.1635 -8.5586 -2.5841
H -3.7160 2.6472 3.4298
H -0.1954 -7.2677 -3.7600
H 1.4496 4.2146 1.0864
H 9.2693 6.2133 0.5978
H -0.7214 1.8434 2.6795
H -3.2389 0.1878 4.4121
H -4.1239 -1.8672 -0.9156
H -5.0468 0.1723 -1.3828
H -2.8470 -5.7785 0.3682
H -0.7548 -2.6460 -0.7665
H -4.9859 -0.0941 4.2824
H -5.3520 2.0003 3.6097
H 3.9406 4.6270 1.7236
H 7.8703 7.1024 1.1839
H -0.8816 3.4703 2.0399
H -4.7041 1.6283 -0.4979
H 1.3987 -7.9333 -3.6926
H -0.3567 -3.1811 -2.8967
H 1.1084 -4.1649 -2.7888
H -0.2235 2.1807 1.0188
*
```

Löwdin atomic charge list, values in e, 2 entries:
1. Br 0.31
2. S 0.49

***

DFT (ωB97M-V with the def2-TZVPD basis set) results for a 6-piece molecular cluster, C18H48N2O6 overall at a distorted geometry.

The value obtained for the molar mass is 388.59 g mol⁻¹. As for the HOMO energy (spin up / spin down): -14.97 / -14.97 eV. Its HOMO-LUMO gap (spin up / spin down) is 4.416 / 3.399 eV. The energy relative to the best compared isomer or geometry (same formula, charge and spin) is 0.000 eV. For the LUMO energy (spin up / spin down), the calculation gives -10.6 / -11.6 eV.

The geometry in ORCA input format:
```
! wB97M-V def2-TZVPD RIJCOSX def2/J DEFGRID3
* xyz 3 2
O 10.1705 17.0630 -6.0876
O 12.7264 14.5837 -6.6837
O 14.7518 14.3260 -1.7466
O 5.7949 13.8908 -3.6796
O 11.3668 15.3613 -4.6894
O 12.8932 16.4574 -3.0813
N 6.2410 13.9411 -2.3879
N 14.4241 13.0040 -1.5109
C 8.1412 13.0542 -0.9711
C 13.9484 10.1773 -1.6260
C 12.8968 12.5309 -3.5059
C 5.2348 16.1410 -1.8461
C 16.3053 12.0884 -2.8758
C 8.4583 14.4911 -0.6403
C 16.7190 12.4867 -0.4037
C 6.7292 11.5251 -2.2965
C 7.3714 12.9527 -2.2978
C 7.2331 15.3731 -0.7386
C 6.5926 15.3965 -2.1653
C 15.6352 12.1086 -1.4547
C 8.4278 12.8837 -3.4676
C 12.0314 13.4500 -1.1739
C 15.2184 10.6833 -1.0358
C 7.5846 16.2224 -3.1174
C 12.7822 11.1431 -1.3389
C 13.0922 12.5486 -1.9111
H 11.5444 14.1647 -1.8372
H 14.0160 9.8669 -2.6687
H 7.8315 12.7147 -4.3642
H 13.8199 16.3152 -3.2880
H 7.4950 16.4007 -0.4866
H 10.4862 16.4497 -5.4199
H 13.2408 11.6322 -4.0180
H 12.6536 17.3747 -3.2324
H 16.3166 12.2333 0.5771
H 16.0632 10.1972 -1.5240
H 4.4224 16.0888 -2.5708
H 15.3903 10.4480 0.0145
H 10.4978 14.9454 -4.5270
H 12.4022 15.2188 -7.3265
H 9.2449 14.8142 -1.3221
H 12.2905 15.9502 -3.6300
H 12.3669 11.0124 -0.3397
H 6.3887 11.0942 -3.2380
H 7.7826 17.1627 -2.6029
H 13.6635 14.6795 -6.4983
H 7.0937 16.2385 -4.0905
H 9.0762 13.7578 -3.5270
H 5.5946 17.1654 -1.7497
H 8.8996 14.4446 0.3553
H 14.8560 14.2833 -2.7000
H 8.5527 15.7526 -3.2910
H 16.9489 13.5478 -0.5002
H 13.6992 9.2446 -1.1199
H 17.1972 11.4636 -2.9238
H 5.8297 11.4924 -1.6818
H 12.3016 14.7574 -5.8406
H 11.1918 12.9351 -0.7069
H 4.8517 13.7315 -3.5980
H 9.0917 12.0210 -3.4121
H 4.8743 15.8096 -0.8722
H 10.6256 16.9667 -6.9273
H 12.5803 13.8896 -0.3411
H 16.6185 13.0757 -3.2153
H 9.0612 12.4698 -0.9655
H 12.0434 10.6882 -1.9987
H 13.1394 13.4707 -4.0019
H 15.7079 11.6705 -3.6860
H 6.5636 14.9887 0.0309
H 11.8093 12.5056 -3.5746
H 17.6298 11.9021 -0.5331
H 10.1936 17.9704 -5.7750
H 7.5098 12.7121 -0.1511
H 7.4444 10.8465 -1.8315
*
```

Löwdin atomic charge list, values in e, 2 entries:
1. O 0.34
2. O 0.34